{"formula": "C4H10O", "method": "ωB97M-V/def2-TZVPD", "species": ["O", "C", "C", "C", "C", "H", "H", "H", "H", "H", "H", "H", "H", "H", "H"], "coordinates": [[-0.464, 1.334, -3.207], [0.333, -0.113, 1.115], [1.094, -0.653, -0.075], [0.568, 0.750, -0.101], [-1.128, -0.497, 1.190], [-1.320, -1.437, 1.740], [2.164, -0.738, -0.263], [-0.050, 1.142, -2.362], [-1.081, 1.999, -2.840], [-1.661, 0.308, 1.701], [-1.467, -0.664, 0.173], [1.051, 1.714, 0.062], [0.918, -0.042, 2.033], [0.602, -1.259, -0.825], [0.440, -1.842, 1.659]], "nbo_charge": [-0.9311, -0.3306, -0.4269, -0.2731, -0.6133, 0.2089, 0.2471, 0.4683, 0.4603, 0.2199, 0.2272, 0.1897, 0.2636, 0.2286, 0.0613], "charge": 0, "homo_energy_ev": -7.73, "orbital_gap_ev": 5.90}